[1]
This record from OMol25 describes one molecule with the formula C4H5NO2 at a distorted geometry. The level of theory is ωB97M-V with the def2-TZVPD basis set.

2S+1	1
SMILES string	O=C[C@H]1CN=CO1
LUMO energy	0.5	eV
strongest force on any atom	0.0509	Eh/bohr
Kohn-Sham gap	0.393	hartree

CARTESIAN COORDINATES (ANGSTROEM)
O1 -2.58 0.80 0.37
C1 -1.90 -0.11 -0.03
C2 -0.40 0.01 -0.27
C3 0.53 0.89 0.52
N1 1.78 0.34 -0.11
C4 1.51 -0.91 -0.26
O2 0.21 -1.29 -0.14
H1 -2.34 -1.11 -0.22
H2 0.13 0.38 -1.23
H3 0.34 1.94 0.32
H4 0.62 0.71 1.60
H5 2.20 -1.70 -0.51

Here are the natural (NBO) charges for atoms 1 to 2, given in e: atom 1 (O): -0.4878, atom 2 (C): 0.4276


[2]
This record from OMol25 describes an isolated ion of composition C5H9IN3 and charge +1 at a distorted geometry. The level of theory is ωB97M-V with the def2-TZVPD basis set.

charge	+1
2S+1	1
LUMO energy	-5.5	eV
strongest force on any atom	0.0586	Eh/bohr
Kohn-Sham gap	0.299	hartree

CARTESIAN COORDINATES (ANGSTROEM)
C1 0.50 0.25 1.12
C2 0.27 -1.82 -0.06
C3 -0.44 1.31 0.42
C4 -1.26 0.64 -0.66
C5 0.46 2.52 0.01
N1 0.61 -0.98 0.95
N2 0.16 -1.18 -1.17
N3 0.40 -3.17 0.06
I1 -3.04 -0.29 -0.23
H1 0.90 0.73 2.08
H2 -1.01 1.65 1.24
H3 -0.93 0.87 -1.70
H4 0.45 2.81 -1.01
H5 1.58 2.38 0.22
H6 0.09 3.34 0.73
H7 0.02 -1.63 -2.04
H8 0.78 -3.67 0.93
H9 0.47 -3.73 -0.88

Here are the natural (NBO) charges for atoms 1 to 2, given in e: atom 1 (C): 0.2861, atom 2 (C): 0.5844


[3]
This record from OMol25 describes C9H13AgO9P2S2 as an isolated structure. The level of theory is ωB97M-V with the def2-TZVPD basis set.

charge	-2
2S+1	1
LUMO energy	4.6	eV
strongest force on any atom	0.0038	Eh/bohr
Kohn-Sham gap	0.255	hartree

CARTESIAN COORDINATES (ANGSTROEM)
Ag1 -0.70 1.23 -0.48
O1 2.78 1.66 -0.19
P1 2.35 1.42 -1.74
O2 3.49 1.01 -2.58
O3 1.09 0.59 -1.75
O4 1.92 2.96 -2.16
P2 1.10 3.96 -1.19
O5 0.99 5.28 -2.14
O6 1.95 4.29 -0.01
O7 -0.30 3.45 -0.99
H1 2.71 2.60 0.06
H2 0.21 5.16 -2.70
C1 0.81 1.23 3.14
S1 0.18 2.73 3.92
C2 -0.22 3.65 2.41
H3 1.60 1.46 2.42
H4 0.01 0.70 2.63
H5 1.22 0.59 3.92
H6 -0.40 2.93 1.61
H7 0.60 4.29 2.09
H8 -1.13 4.23 2.58
O8 0.17 -6.09 -1.79
C3 -1.00 -5.85 -1.14
O9 -1.73 -6.79 -0.91
C4 -1.28 -4.45 -0.76
C5 -0.48 -3.36 -1.13
C6 -0.78 -2.07 -0.75
C7 -1.92 -1.80 0.03
S2 -2.36 -0.20 0.54
C8 -2.73 -2.90 0.40
C9 -2.42 -4.18 0.01
H9 0.66 -5.26 -1.87
H10 0.41 -3.49 -1.74
H11 -0.14 -1.26 -1.06
H12 -3.61 -2.71 1.00
H13 -3.05 -5.02 0.30

Here are the natural (NBO) charges for atoms 1 to 2, given in e: atom 1 (Ag): 0.7760, atom 2 (O): -1.0603


[4]
This record from OMol25 describes a 2-piece molecular cluster, C3H7NO3 overall at a distorted geometry. The level of theory is ωB97M-V with the def2-TZVPD basis set.

2S+1	1
SMILES string	O=CCNC=O.O
LUMO energy	0.7	eV
strongest force on any atom	0.0578	Eh/bohr
Kohn-Sham gap	0.390	hartree

CARTESIAN COORDINATES (ANGSTROEM)
C1 0.21 -0.34 0.50
N1 0.87 0.85 0.85
C2 1.72 1.52 -0.16
C3 2.48 0.61 -1.11
O1 3.32 -0.17 -0.75
O2 0.23 -0.88 -0.57
H1 -0.25 -0.80 1.40
H2 0.95 1.10 1.82
H3 2.42 2.04 0.48
H4 1.17 2.32 -0.66
H5 2.22 0.73 -2.17
H6 -6.37 -2.19 0.66
H7 -7.44 -1.13 0.27
O3 -6.71 -1.30 0.90

Here are the natural (NBO) charges for atoms 1 to 2, given in e: atom 1 (C): 0.5426, atom 2 (N): -0.6223


[5]
This record from OMol25 describes C18H31ClNO2P2Sn as an isolated structure at a distorted geometry. The level of theory is ωB97M-V with the def2-TZVPD basis set.

charge	+1
2S+1	1
LUMO energy	-3.9	eV
strongest force on any atom	0.0539	Eh/bohr
Kohn-Sham gap	0.198	hartree

CARTESIAN COORDINATES (ANGSTROEM)
C1 -0.78 4.01 -1.48
C2 -1.01 2.72 -0.89
N1 -0.02 2.22 -0.04
C3 0.91 3.04 0.45
C4 1.00 4.39 0.07
C5 0.17 4.86 -0.95
C6 -2.22 2.00 -1.06
P1 -2.46 0.31 -0.47
Sn1 -0.23 -0.35 0.72
P2 2.16 0.71 1.50
C7 1.90 2.54 1.50
C8 -0.02 -2.62 0.66
C9 -1.08 -3.30 1.27
C10 -1.01 -4.70 1.45
C11 0.10 -5.40 0.97
C12 1.13 -4.73 0.30
C13 1.06 -3.33 0.13
O1 -0.14 1.23 -5.15
O2 0.60 -3.02 -4.39
H1 -1.40 4.28 -2.34
H2 1.72 5.02 0.58
H3 0.25 5.89 -1.27
C14 -3.89 0.70 0.59
C15 -3.04 -0.98 -1.65
H4 2.88 2.98 1.31
H5 1.55 2.80 2.51
H6 -0.87 1.47 -5.77
H7 -3.10 2.58 -1.41
C16 2.69 0.21 3.14
C17 3.64 0.51 0.42
H8 -1.98 -2.76 1.61
H9 -1.84 -5.21 1.96
H10 0.15 -6.48 1.10
H11 1.99 -5.29 -0.10
H12 1.86 -2.81 -0.41
H13 1.89 -0.38 -0.36
H14 1.26 -3.24 -3.69
H15 0.29 -2.16 -4.13
H16 0.53 1.90 -5.35
H17 1.92 -0.58 -1.11
H18 -4.66 1.04 -0.12
H19 -4.24 -0.15 1.18
H20 -3.59 1.53 1.23
H21 -3.76 -0.58 -2.38
H22 -2.22 -1.46 -2.20
H23 -3.54 -1.77 -1.07
H24 4.49 1.00 0.90
H25 3.85 -0.56 0.28
H26 3.46 0.95 -0.57
H27 3.67 0.65 3.37
H28 1.95 0.51 3.89
H29 2.79 -0.88 3.16
Cl1 -1.24 1.69 3.10
C18 -1.07 -0.03 2.75
H30 -0.37 -0.48 3.45
H31 -2.06 -0.49 2.80

Here are the natural (NBO) charges for atoms 1 to 2, given in e: atom 1 (C): -0.2828, atom 2 (C): 0.2426


[6]
This record from OMol25 describes a 2-piece molecular cluster, C6H13Br2O3P overall at a distorted geometry. The level of theory is ωB97M-V with the def2-TZVPD basis set.

2S+1	1
LUMO energy	0.6	eV
strongest force on any atom	0.1217	Eh/bohr
Kohn-Sham gap	0.360	hartree

CARTESIAN COORDINATES (ANGSTROEM)
C1 2.60 1.25 -0.62
C2 -0.32 0.93 2.66
C3 -2.04 -2.47 0.59
C4 -0.82 -0.45 -2.82
C5 1.47 1.62 0.30
C6 0.74 0.40 0.87
O1 -1.93 0.30 -0.26
O2 -0.76 -1.87 0.44
O3 0.07 -0.37 -1.62
P1 -0.62 -0.30 -0.19
Br1 0.10 2.76 -0.45
Br2 1.87 -1.03 1.50
H1 3.36 0.58 -0.25
H2 2.24 0.96 -1.50
H3 3.20 2.03 -0.94
H4 -0.67 -0.06 2.83
H5 -0.82 1.73 2.09
H6 0.50 0.98 3.24
H7 -2.16 -2.63 1.71
H8 -2.01 -3.37 0.17
H9 -2.74 -1.91 0.16
H10 -0.54 0.19 -3.60
H11 -1.70 0.05 -2.58
H12 -0.93 -1.41 -3.03
H13 1.92 2.11 1.30

Here are the natural (NBO) charges for atoms 1 to 2, given in e: atom 1 (C): -0.6505, atom 2 (C): -0.4657


[7]
This record from OMol25 describes C3H7N2S as an isolated structure at a distorted geometry. The level of theory is ωB97M-V with the def2-TZVPD basis set.

charge	+1
2S+1	1
LUMO energy (spin up / spin down)	-6.1 / -4.5	eV
strongest force on any atom	0.0573	Eh/bohr
Kohn-Sham gap (spin up / spin down)	0.298 / 0.359	hartree

CARTESIAN COORDINATES (ANGSTROEM)
C1 -0.53 -1.46 0.75
C2 -0.66 -0.25 0.11
C3 0.78 -1.92 0.75
N1 1.62 -1.17 0.24
N2 -0.37 2.12 -1.26
S1 0.82 0.41 -0.40
H1 -1.37 -2.09 1.12
H2 -1.50 0.42 0.07
H3 0.79 -4.70 1.76
H4 2.61 -1.24 0.25
H5 -0.81 1.61 -1.98
H6 0.00 3.00 -1.64
H7 -1.22 2.28 -0.77

Here are the natural (NBO) charges for atoms 1 to 2, given in e: atom 1 (C): -0.3884, atom 2 (C): -0.3365


[8]
This record from OMol25 describes a 2-piece molecular cluster, C6H9N overall at a distorted geometry. The level of theory is ωB97M-V with the def2-TZVPD basis set.

2S+1	1
LUMO energy	0.1	eV
strongest force on any atom	0.0797	Eh/bohr
Kohn-Sham gap	0.294	hartree

CARTESIAN COORDINATES (ANGSTROEM)
C1 0.24 1.32 0.34
C2 0.02 -1.02 -2.06
C3 0.88 -0.37 2.20
C4 -0.81 -0.10 -1.50
C5 2.05 0.29 2.69
C6 -2.17 0.21 -1.96
N1 -0.46 0.73 -0.40
H1 0.88 -1.30 -1.48
H2 -0.15 -1.70 -2.88
H3 0.05 -0.27 2.91
H4 3.02 0.19 2.15
H5 2.38 0.09 3.73
H6 1.60 1.17 2.34
H7 -2.82 -0.09 -1.17
H8 -2.32 1.24 -2.14
H9 -2.40 -0.38 -2.76

Here are the natural (NBO) charges for atoms 1 to 2, given in e: atom 1 (C): 0.3166, atom 2 (C): -0.3992


[9]
This record from OMol25 describes a 2-piece molecular cluster, C4H12S overall at a distorted geometry. The level of theory is ωB97M-V with the def2-TZVPD basis set.

2S+1	1
SMILES string	CCS.CC
LUMO energy	1.0	eV
strongest force on any atom	0.0347	Eh/bohr
Kohn-Sham gap	0.368	hartree

CARTESIAN COORDINATES (ANGSTROEM)
C1 -1.53 1.36 0.39
C2 -1.81 2.54 1.31
H1 -0.61 1.56 -0.16
H2 -1.31 0.41 0.86
H3 -2.31 1.38 -0.36
H4 -2.72 2.51 1.92
H5 -2.08 3.38 0.65
H6 -1.01 2.84 1.98
C3 1.11 -1.51 -0.21
C4 1.36 -2.52 -1.28
S1 2.50 -0.32 0.14
H7 0.19 -0.94 -0.31
H8 0.99 -1.98 0.77
H9 2.24 -3.11 -1.02
H10 2.85 -0.25 -1.15
H11 1.54 -2.07 -2.26
H12 0.59 -3.29 -1.28

Here are the natural (NBO) charges for atoms 1 to 2, given in e: atom 1 (C): -0.6149, atom 2 (C): -0.6083


Which of these has the lowest strongest force on any atom?
C9H13AgO9P2S2